Computed, not measured: C36H90BCdF4K2N6O4S as an isolated structure in a non-equilibrium geometry, with ωB97M-V/def2-TZVPD.

Computed properties:
Net charge: +1
2S+1: 1
HOMO level: -9.70 eV
Energy: -115521.95484 eV
Lowest unoccupied orbital energy: -3.14 eV
Strongest force on any atom: 5.593 eV Å⁻¹
Orbital gap: 0.2412 Ha

Structure (XYZ):
```
145
Properties=species:S:1:pos:R:3:forces:R:3:mulliken_charge:R:1
K 0.07203 -3.28750 2.73924 -0.384 -0.094 -0.355 0.913
K -0.30595 0.71394 3.18440 0.052 0.376 -0.160 0.694
Cd -2.01853 -1.26839 -2.02991 -1.377 0.228 -3.847 2.385
S -0.98769 -0.35045 0.20279 -0.023 0.297 -0.841 1.680
O -0.33484 -0.78967 -1.05931 4.511 0.992 1.508 -1.417
O -0.65469 -1.26337 1.29411 0.502 -0.732 1.423 -0.410
O -0.72703 1.02439 0.60161 0.248 0.074 -0.010 -0.990
O -2.37923 -0.55341 -0.24647 -2.765 1.747 4.536 -1.381
B -2.49913 -3.53996 -2.55393 -0.525 -1.231 -0.923 -0.202
F -1.20562 -3.03013 -2.88649 1.194 -1.653 -0.466 -0.133
F -3.33352 -2.60903 -3.23661 -1.094 -0.525 -0.563 -0.390
F -2.71384 -4.82041 -2.93422 0.170 0.227 0.321 -0.269
F -2.67807 -3.25711 -1.18368 -0.217 -1.110 0.532 -0.272
C 4.75250 2.20575 -4.71449 -0.168 0.369 -0.676 -1.044
C 3.82910 3.26652 -4.11473 -0.108 -0.788 0.618 -0.061
N 3.87919 3.22583 -2.65562 0.480 0.261 0.588 0.217
C 3.46031 1.96044 -2.05373 -0.130 -0.138 -0.217 -1.861
C 1.99425 1.58052 -2.25543 -0.322 0.364 0.322 1.495
C 3.19090 4.34357 -2.03102 -0.007 0.386 -0.315 0.455
C 3.92484 5.67576 -2.17945 0.304 0.440 -0.068 -1.339
H 4.84852 2.39289 -5.78767 -0.153 -0.133 -0.026 0.478
H 4.40269 1.18209 -4.58916 0.012 -0.012 0.109 -0.126
H 5.76478 2.31088 -4.32548 -0.082 -0.063 0.295 0.315
H 4.15521 4.23350 -4.49261 -0.104 0.127 0.265 0.457
H 2.76696 3.13371 -4.37792 0.118 -0.035 -0.669 0.057
H 4.02276 1.12446 -2.47379 0.356 0.198 0.086 0.364
H 3.70888 2.02517 -0.99274 -0.006 -0.038 0.045 0.317
H 1.85964 1.31785 -3.30615 -0.290 -0.144 0.085 -0.173
H 1.67301 0.76610 -1.60169 0.233 -0.278 -0.284 -0.896
H 1.29262 2.37838 -1.98938 0.160 0.210 -0.202 0.757
H 3.07392 4.14334 -0.96546 0.082 -0.163 0.034 -0.440
H 2.16255 4.45089 -2.41403 -0.041 0.019 -0.143 0.009
H 3.24605 6.53092 -2.17271 -0.136 -0.115 0.184 0.386
H 4.49401 5.79015 -3.10370 -0.139 -0.338 -0.091 0.330
H 4.65540 5.83264 -1.38425 -0.060 -0.126 0.074 0.335
C 2.65462 -1.92669 -1.71817 0.138 0.391 -0.150 -1.073
C 2.07824 -1.90342 -3.13134 0.459 -1.301 0.216 0.714
N 3.13595 -1.74357 -4.13248 -0.255 0.815 0.170 0.815
C 3.88053 -2.97638 -4.35151 0.468 0.387 -0.262 -0.518
C 5.20278 -2.74710 -5.11329 -1.439 -0.119 -0.284 -1.368
C 2.62375 -1.14459 -5.35872 -0.108 -0.008 -0.715 -0.656
C 1.62486 -1.99988 -6.16199 0.311 -0.373 0.648 -1.355
H 3.16440 -0.97079 -1.57504 0.027 -0.076 0.270 0.018
H 3.39013 -2.71745 -1.57066 -0.013 -0.047 -0.121 0.579
H 1.87156 -2.04542 -0.96997 -0.088 0.094 -0.043 -0.100
H 1.59039 -2.87425 -3.31265 -0.385 0.130 0.080 0.597
H 1.31954 -1.12431 -3.19792 0.120 0.121 -0.189 -1.234
H 3.23916 -3.70963 -4.85610 0.169 -0.283 0.059 0.457
H 4.19659 -3.37863 -3.39031 -0.383 -0.058 0.131 0.364
H 5.02012 -2.49857 -6.16067 0.018 0.061 0.003 0.281
H 5.72309 -3.70249 -5.11460 0.547 0.279 0.191 0.447
H 5.68905 -1.89491 -4.64450 0.523 -0.296 0.046 0.280
H 2.15065 -0.18698 -5.12492 0.043 0.012 0.232 0.102
H 3.45970 -0.90046 -6.01848 0.087 0.021 0.109 0.610
H 0.80428 -2.30792 -5.51108 -0.104 0.058 -0.158 0.111
H 1.22775 -1.48534 -7.03444 0.042 0.092 0.009 0.449
H 2.11590 -2.91986 -6.48361 -0.080 0.046 -0.233 0.372
C -1.34663 2.54830 -4.09404 0.184 -0.484 0.236 -1.617
C -1.27689 1.25812 -3.25978 0.378 0.454 -0.195 0.607
N -2.44731 0.34284 -3.35162 -0.648 1.103 -1.093 1.878
C -2.72127 -0.03027 -4.75858 0.425 0.357 -0.906 -1.169
C -1.51159 -0.65867 -5.45104 -0.266 -0.016 -0.096 -0.907
C -3.62409 1.01720 -2.75338 -0.019 1.051 1.030 -0.715
C -4.83268 0.13889 -2.48497 0.088 -0.094 -1.266 -1.335
H -2.15154 3.20155 -3.76600 0.043 0.129 -0.096 0.369
H -1.44244 2.33813 -5.15795 -0.159 0.020 -0.021 0.328
H -0.38896 3.05936 -3.98631 -0.084 0.131 0.162 0.301
H -0.36444 0.73167 -3.53557 -0.159 -0.294 -0.125 -1.239
H -1.11745 1.49286 -2.20658 -0.232 0.096 0.055 0.155
H -3.57974 -0.68831 -4.85851 0.052 -0.145 0.466 0.486
H -2.98719 0.87754 -5.30947 -0.114 0.066 0.050 0.432
H -1.18031 -1.54742 -4.91385 0.191 0.085 0.034 -0.061
H -1.75411 -0.97755 -6.46617 -0.324 -0.074 0.105 0.551
H -0.69857 0.05252 -5.59880 0.126 -0.073 0.334 0.221
H -3.88531 1.92851 -3.30208 -0.153 -0.340 -0.483 0.510
H -3.29077 1.43288 -1.79557 0.138 -0.231 0.039 0.350
H -5.71670 0.72345 -2.23811 0.201 0.157 0.389 0.466
H -4.62541 -0.61209 -1.72646 -0.174 -0.031 0.078 0.086
H -5.10566 -0.34269 -3.42806 -0.057 -0.347 0.238 0.325
C 2.80778 -0.09133 1.53112 -0.418 -0.520 0.891 -1.042
C 3.09745 0.80220 2.75705 -0.187 -0.233 -0.600 -0.790
N 2.29685 2.04150 2.81714 0.118 -0.550 0.189 1.441
C 2.31274 2.72555 1.53600 0.071 0.978 -0.776 0.094
C 1.44635 3.98982 1.49884 -0.311 -0.493 0.458 -1.519
C 2.75045 2.87482 3.94118 0.027 -0.075 -0.024 -0.846
C 2.43754 2.23948 5.29152 0.357 -0.059 -0.001 -1.239
H 3.29216 -1.05149 1.73140 0.215 0.052 -0.199 0.571
H 3.10617 0.24093 0.54139 0.206 0.285 0.161 0.027
H 1.74107 -0.33754 1.47777 -0.020 0.195 -0.148 0.244
H 2.87532 0.20787 3.64646 -0.095 -0.030 0.012 0.306
H 4.18037 0.97590 2.82159 0.033 0.376 -0.130 0.375
H 3.32362 3.00647 1.19536 0.208 -0.073 0.351 0.498
H 1.95942 2.06673 0.74273 -0.251 -0.183 0.280 -0.551
H 1.20152 4.24637 0.47088 0.132 0.133 -0.018 0.431
H 0.49969 3.78656 2.01009 -0.059 -0.005 -0.105 0.118
H 1.89092 4.84137 2.01213 0.134 0.047 -0.200 0.492
H 2.28765 3.85939 3.88848 -0.156 -0.087 -0.091 0.265
H 3.83206 3.04978 3.86264 0.086 -0.006 0.020 0.485
H 2.93839 1.27646 5.39082 -0.109 -0.058 0.041 0.371
H 1.36518 2.10335 5.45005 -0.037 0.019 -0.033 0.146
H 2.82839 2.84528 6.10928 -0.118 0.148 -0.058 0.463
C -1.75898 -4.59566 5.93534 -0.405 -0.919 -0.485 -1.299
C -2.76599 -4.10124 4.90882 0.033 0.954 -0.008 -0.199
N -2.52282 -4.55362 3.53171 0.942 -1.073 0.523 0.600
C -2.31676 -6.02121 3.48400 -0.410 -0.111 -0.722 -0.748
C -3.49468 -6.87632 3.92466 -0.437 -0.356 0.342 -1.222
C -3.57931 -4.16540 2.60993 -0.870 1.175 0.101 -0.974
C -3.76297 -2.64761 2.52376 0.200 0.605 -0.356 -1.161
H -0.73489 -4.44167 5.58775 0.097 0.174 0.335 0.222
H -1.89825 -5.67289 6.05735 0.230 0.002 0.034 0.328
H -1.96037 -4.18938 6.92327 0.248 0.413 -0.102 0.429
H -3.76904 -4.33898 5.28608 -0.127 -0.051 -0.259 0.299
H -2.69295 -3.00980 4.85557 -0.240 0.013 0.223 0.060
H -2.09736 -6.25054 2.43688 0.007 -0.056 0.010 0.451
H -1.44696 -6.35704 4.04998 0.123 0.441 0.072 0.436
H -3.74409 -6.76657 4.98334 0.215 0.086 0.038 0.267
H -4.43030 -6.69045 3.39804 0.170 0.113 -0.246 0.304
H -3.25756 -7.93100 3.77586 0.049 0.029 -0.025 0.442
H -4.55712 -4.55929 2.91457 0.051 -0.211 0.097 0.189
H -3.41693 -4.53345 1.59656 0.450 -0.209 0.125 0.647
H -4.40870 -2.38337 1.68377 -0.167 -0.235 0.077 0.555
H -2.85083 -2.08417 2.29325 0.213 -0.328 0.056 0.072
H -4.18958 -2.17810 3.41196 -0.109 -0.279 0.092 0.419
C -1.17678 4.04849 4.54064 -0.186 -0.004 0.897 -1.650
C -2.47983 3.29240 4.32664 0.026 -0.208 -1.535 -0.481
N -2.46067 1.87888 4.68332 1.006 0.212 0.053 1.056
C -3.70077 1.19836 4.31024 -0.046 -0.797 0.370 -0.336
C -4.03425 1.23382 2.81752 0.800 0.791 0.017 -1.311
C -2.09719 1.68720 6.08688 -1.506 -1.117 0.255 -0.680
C -1.94309 0.20291 6.45389 1.366 0.591 -0.137 -1.248
H -1.10074 4.33989 5.59108 0.164 0.239 -0.100 0.428
H -1.17136 4.94316 3.92168 0.039 0.050 0.070 0.452
H -0.27278 3.47349 4.32550 -0.129 -0.146 -0.232 0.350
H -3.33609 3.83347 4.75614 0.098 -0.031 0.194 0.330
H -2.63476 3.27279 3.24087 -0.230 0.275 0.121 0.384
H -3.55664 0.14476 4.56106 -0.080 0.013 0.131 -0.007
H -4.49709 1.56612 4.97476 -0.315 -0.007 -0.316 0.312
H -4.43872 2.20840 2.54584 -0.208 -0.148 -0.196 0.429
H -3.09888 1.12400 2.25542 -0.032 0.044 -0.051 0.261
H -4.66686 0.43499 2.44067 -0.291 0.003 0.445 0.449
H -2.92759 1.99917 6.74336 0.166 0.622 -0.011 0.282
H -1.20381 2.24764 6.34339 0.052 0.031 -0.122 0.414
H -1.39210 0.16030 7.39540 -0.390 -0.171 0.200 0.443
H -1.25253 -0.26915 5.74481 -0.232 -0.290 -0.168 0.119
H -2.87818 -0.34126 6.50961 0.012 -0.049 0.055 0.389
```
Forces are in eV/Å.